C6H12O | the ωB97M-V functional and the def2-TZVPD basis

Element x y z (Å)
C (2.121, -0.975, -0.968)
C (0.861, -0.886, -0.184)
C (-0.364, -0.612, -0.611)
C (-1.493, -0.298, 0.279)
C (-1.226, -0.037, 1.598)
C (-1.994, 0.542, 2.636)
H (2.056, -1.743, -1.900)
H (2.894, -1.404, -0.259)
H (2.591, -0.022, -1.343)
H (1.089, -1.215, 0.957)
H (-0.625, -0.481, -1.712)
H (-2.352, -0.031, -0.295)
H (-0.356, -0.492, 1.877)
H (-2.864, -0.102, 2.984)
H (-1.373, 0.787, 3.467)
H (-2.479, 1.538, 2.442)
O (1.377, 1.657, -2.381)
H (1.448, 2.499, -1.911)
H (1.523, 1.011, -1.758)

Properties
frontier orbital gap	8.8	eV
SMILES	C/C=C/C=C/C.O
LUMO level	0.65	eV
E_HOMO	-8.132	eV


C6H12O | the ωB97M-V functional and the def2-TZVPD basis

Element x y z (Å)
C (1.922, -0.125, 0.072)
C (1.023, 0.491, 1.145)
C (3.419, -0.233, 0.122)
C (-1.925, 0.985, -1.011)
C (-2.506, -1.324, 0.024)
C (-2.176, 0.112, 0.148)
O (1.248, 1.166, -0.046)
H (1.341, -0.861, -0.658)
H (1.240, 0.941, 2.151)
H (3.835, -0.487, -0.877)
H (3.573, -0.921, 1.010)
H (3.867, 0.706, 0.571)
H (-2.241, 1.999, -0.650)
H (-2.265, 0.811, -2.008)
H (-0.889, 1.192, -1.041)
H (-3.281, -1.414, -0.734)
H (-2.794, -1.635, 0.975)
H (-1.618, -1.853, -0.224)
H (-1.773, 0.451, 1.033)

Properties
frontier orbital gap (alpha / beta)	7.2 / 9.4	eV
LUMO level (alpha / beta)	0.32 / 1.08	eV
E_HOMO (alpha / beta)	-6.914 / -8.329	eV


C6H12O | the ωB97M-V functional and the def2-TZVPD basis

Element x y z (Å)
C (3.334, 0.301, 0.153)
C (2.195, -0.117, -0.442)
C (0.950, -0.461, 0.337)
C (-0.241, 0.370, -0.069)
C (-1.269, -0.085, -0.819)
C (-2.248, 0.847, -1.446)
H (4.245, 0.699, -0.300)
H (3.194, 0.481, 1.203)
H (2.213, -0.538, -1.425)
H (0.687, -1.443, -0.073)
H (1.050, -0.721, 1.430)
H (-0.002, 1.406, 0.012)
H (-1.325, -1.211, -0.985)
H (-2.456, 1.040, -2.591)
H (-3.243, 0.485, -1.066)
H (-2.047, 1.823, -0.962)
O (-1.474, -1.298, 2.324)
H (-2.124, -1.049, 2.991)
H (-1.435, -0.530, 1.728)

Properties
frontier orbital gap	10.3	eV
SMILES	C=CC/C=C/C.O
LUMO level	0.96	eV
E_HOMO	-9.363	eV


C6H12O | the ωB97M-V functional and the def2-TZVPD basis

Element x y z (Å)
C (-2.273, -1.032, 1.208)
C (-1.328, -0.327, 0.586)
O (-0.021, -0.444, 0.911)
C (0.868, 0.543, 0.447)
C (2.205, 0.043, 0.006)
C (1.239, 0.595, -1.012)
C (0.588, -0.331, -2.013)
H (-2.032, -1.649, 2.069)
H (-3.297, -0.976, 0.863)
H (-1.560, 0.459, -0.138)
H (0.809, 1.470, 1.013)
H (2.333, -1.037, 0.015)
H (3.093, 0.608, 0.274)
H (1.468, 1.591, -1.390)
H (-0.323, 0.113, -2.430)
H (1.268, -0.546, -2.844)
H (0.313, -1.282, -1.546)
H (-1.907, 0.791, 1.988)
H (-1.443, 1.410, 1.991)

Properties
frontier orbital gap	9.7	eV
SMILES	C=CO[C@H]1C[C@H]1C.[H][H]
LUMO level	1.14	eV
E_HOMO	-8.541	eV


C6H12O | the ωB97M-V functional and the def2-TZVPD basis

Element x y z (Å)
C (2.816, 0.602, 0.252)
C (1.547, -0.015, -0.301)
O (0.574, -0.010, 0.729)
C (-0.455, -0.923, 0.518)
C (-1.749, -0.627, 1.194)
C (-1.656, -0.551, -0.312)
C (-1.748, 0.792, -0.996)
H (3.184, 0.007, 1.092)
H (2.619, 1.616, 0.611)
H (3.593, 0.646, -0.518)
H (1.742, -1.046, -0.634)
H (1.180, 0.546, -1.173)
H (-0.121, -1.962, 0.471)
H (-1.795, 0.321, 1.726)
H (-2.299, -1.440, 1.659)
H (-2.118, -1.376, -0.853)
H (-1.394, 0.735, -2.032)
H (-2.783, 1.151, -1.013)
H (-1.139, 1.533, -0.469)

Properties
frontier orbital gap	10.4	eV
SMILES	CCO[C@H]1C[C@H]1C
LUMO level	1.16	eV
E_HOMO	-9.291	eV


C6H12O | the ωB97M-V functional and the def2-TZVPD basis

Element x y z (Å)
C (2.124, -0.043, -0.114)
C (1.034, 0.404, 0.912)
C (-0.523, 0.047, 1.119)
C (-1.387, -0.342, -0.114)
C (-1.599, 0.818, -1.077)
C (-0.490, -1.432, -0.603)
O (0.262, -1.343, -1.540)
H (2.994, 0.512, 0.257)
H (2.405, -1.102, -0.132)
H (1.968, 0.273, -1.151)
H (1.498, 0.183, 1.881)
H (1.061, 1.494, 0.805)
H (-0.924, 0.969, 1.546)
H (-0.688, -0.730, 1.882)
H (-2.358, -0.786, 0.174)
H (-1.787, 0.480, -2.101)
H (-2.443, 1.445, -0.763)
H (-0.704, 1.444, -1.090)
H (-0.442, -2.290, 0.108)

Properties
frontier orbital gap	10.6	eV
SMILES	CCC[C@@H](C)C=O
LUMO level	0.96	eV
E_HOMO	-9.598	eV


So what do the calculations give for relative energy (zero: lowest compared OMol25 entry of this formula, charge and spin)? Going down the list: 303.9; 613.1; 243.8; 363.9; 138.6; 129.1 kJ/mol.